# 1
DFT (ωB97M-V/def2-TZVPD) results for a structure of composition C25H34AgN4O6Te in a non-equilibrium geometry.

Last column: Löwdin charge in e.
Positions of all 71 atoms, in Å:
Ag 12.721 8.718 9.687  0.479
O 11.637 4.379 9.369  0.000
C 11.479 5.592 9.532  -0.648
O 12.411 6.452 9.680  -0.140
C 9.996 6.123 9.394  -0.063
C 10.038 7.136 8.196  -0.259
C 8.595 7.323 7.759  -0.093
C 7.980 8.180 8.960  -0.077
C 9.245 8.404 9.792  -0.270
O 10.291 8.403 8.805  -0.136
C 9.537 7.121 10.549  -0.102
C 10.632 7.244 11.597  -0.518
O 10.924 6.135 12.265  0.107
O 11.186 8.288 11.889  0.030
H 9.408 5.212 9.307  0.143
H 10.758 6.895 7.436  0.158
H 8.662 7.998 6.918  0.102
H 8.063 6.428 7.475  0.108
H 7.520 9.132 8.671  0.111
H 7.266 7.573 9.526  0.107
H 9.220 9.339 10.322  0.154
H 8.669 6.771 11.118  0.157
N 13.551 6.706 12.548  0.021
C 14.297 5.546 12.042  -0.279
C 15.778 5.634 12.076  -0.280
N 16.402 4.360 11.621  -0.012
H 14.036 7.023 13.345  0.066
H 11.835 6.306 12.560  0.054
H 13.559 7.496 11.862  0.061
H 13.917 5.166 11.085  0.106
H 14.101 4.693 12.730  0.119
H 16.082 5.730 13.103  0.097
H 16.257 6.420 11.431  0.116
H 16.095 4.221 10.698  0.036
H 16.198 3.539 12.205  0.065
C 19.474 6.498 8.201  -0.053
C 18.162 7.208 8.594  -0.273
C 18.184 7.947 9.757  -0.048
C 17.132 8.797 10.112  -0.372
C 17.223 9.518 11.439  -0.121
C 16.090 8.873 9.252  -0.472
Te 14.580 10.432 9.710  0.806
C 15.967 8.087 8.105  -0.316
C 14.823 8.137 7.194  -0.113
C 17.030 7.228 7.810  -0.019
H 20.371 7.167 8.212  0.087
H 19.409 6.011 7.193  0.081
H 19.637 5.711 8.831  0.027
H 19.072 7.864 10.434  0.127
H 18.144 9.208 11.986  0.079
H 16.408 9.249 12.089  0.049
H 17.319 10.574 11.304  0.044
H 14.012 7.667 7.686  0.034
H 14.903 7.742 6.209  0.072
H 14.464 9.135 7.015  0.033
H 16.983 6.618 6.890  0.121
N 14.791 13.238 7.366  0.159
C 13.739 14.097 7.200  -0.513
O 13.844 15.133 6.608  0.065
C 12.449 13.661 7.895  -0.121
C 11.760 14.541 8.690  -0.004
C 10.561 14.153 9.339  -0.163
N 10.051 12.990 9.148  0.065
C 10.797 12.072 8.410  -0.128
C 11.906 12.362 7.759  -0.075
H 15.703 13.693 7.292  0.116
H 14.721 12.426 7.938  -0.084
H 12.140 15.525 8.823  0.102
H 10.048 14.868 9.907  0.085
H 10.396 11.025 8.377  0.111
H 12.474 11.632 7.223  0.094

## Properties
HOMO energy: -4.60 eV
Multiplicity: 1
Kohn-Sham gap: 7.05 eV
Total charge: -1

# 2
DFT (ωB97M-V/def2-TZVPD) results for the molecule C5H8N2O2 in a non-equilibrium geometry.

Last column: Löwdin charge in e.
Positions of all 17 atoms, in Å:
C 0.292 -0.592 -1.415  -0.118
N -1.018 0.008 -1.433  0.012
C 1.763 0.687 0.247  -0.470
C 0.467 -0.190 0.137  -0.412
C -0.901 0.757 -0.024  -0.251
C -1.959 0.509 0.860  0.074
O 2.752 0.015 0.834  0.126
N 0.446 -1.255 0.964  0.160
O 1.873 1.794 -0.193  0.138
H 2.354 -0.835 1.137  0.104
H -1.755 -0.690 -1.359  0.097
H -0.114 -1.072 1.797  0.063
H 0.336 -1.665 -1.583  0.115
H 0.983 -0.037 -2.048  0.116
H -0.679 1.795 -0.236  0.126
H -2.095 -0.466 1.310  0.056
H -2.744 1.237 1.006  0.063

## Properties
HOMO energy (alpha / beta): -9.10 / -8.74 eV
Multiplicity: 1
Kohn-Sham gap (alpha / beta): 8.15 / 6.96 eV